Density functional theory data (wB97M-V/def2-TZVPD) for a 12-piece molecular cluster, C27H45BFIN11O6P overall.

```
93
Properties=species:S:1:pos:R:3:forces:R:3:mulliken_charge:R:1
C -2.028 2.797 -1.069 0.0 0.2 -0.1 -0.696
O -2.284 1.505 -1.616 0.3 -0.1 0.1 -0.256
C -2.856 0.573 -0.788 -0.6 0.3 -0.7 -0.949
I -1.731 0.268 1.050 0.1 0.0 0.2 0.049
C -3.135 -0.690 -1.632 0.0 0.1 0.0 0.753
F -4.217 -0.313 -2.450 0.3 0.0 0.2 -0.363
O -2.138 -0.989 -2.572 0.0 -0.1 0.0 -0.414
C -0.817 -1.040 -2.145 0.0 0.2 0.2 -0.405
O -0.694 -2.087 -1.188 0.2 0.0 -0.2 0.253
B 0.523 -2.375 -0.645 -0.1 -0.1 0.1 -0.004
O 1.680 -1.777 -1.117 0.0 -0.3 0.5 -0.480
O 0.573 -3.369 0.330 0.2 0.4 -0.1 -0.574
P -3.895 -2.277 -0.875 0.0 0.2 -0.4 0.238
C -5.230 -1.476 0.064 -0.4 -0.1 0.0 -1.137
O -2.973 -2.711 0.406 0.2 -0.3 0.1 -0.437
H -2.825 3.106 -0.382 0.1 -0.1 -0.1 0.359
H -1.993 3.478 -1.921 0.0 -0.1 0.2 0.055
H -1.063 2.811 -0.549 -0.2 0.0 0.0 0.369
H -3.836 0.924 -0.438 0.3 -0.1 0.2 0.923
H -0.192 -1.238 -3.021 -0.2 0.0 0.1 0.358
H -0.511 -0.086 -1.695 0.0 -0.2 0.0 0.363
H 1.754 -0.843 -0.888 0.0 0.0 -0.4 0.234
H 0.119 -3.100 1.138 -0.1 -0.2 -0.1 0.301
H -5.622 -0.626 -0.500 0.0 -0.1 0.1 0.374
H -4.908 -1.181 1.066 0.0 0.0 -0.1 0.250
H -6.027 -2.225 0.151 0.1 0.2 0.2 0.398
H -2.361 -3.404 0.126 0.0 0.1 0.1 0.293
C 3.640 -4.206 -2.029 -0.1 0.0 0.0 -0.176
C 4.389 -5.393 -2.420 0.4 -0.7 -0.2 0.098
N 4.985 -6.339 -2.706 -0.4 0.7 0.3 -0.474
H 4.305 -3.481 -1.561 0.0 0.0 0.0 -0.003
H 3.183 -3.747 -2.903 0.0 0.0 0.0 0.302
H 2.860 -4.471 -1.317 0.0 0.0 0.0 0.235
C -0.503 2.630 -5.151 0.0 0.0 0.0 -0.496
C -1.104 3.812 -4.549 -0.3 0.4 0.4 0.399
N -1.584 4.721 -4.030 0.2 -0.3 -0.3 -0.486
H 0.257 2.927 -5.872 0.0 0.0 0.0 0.314
H -0.044 2.021 -4.374 0.0 0.0 0.0 0.042
H -1.269 2.045 -5.655 0.0 0.0 0.0 0.257
C 6.381 -6.230 0.743 -0.1 -0.1 0.0 -0.399
C 7.106 -5.104 1.313 0.3 0.2 0.7 0.423
N 7.669 -4.205 1.764 -0.2 -0.4 -0.2 -0.424
H 5.380 -6.283 1.169 0.0 0.0 0.0 0.257
H 6.296 -6.100 -0.335 -0.1 -0.2 0.1 -0.063
H 6.906 -7.160 0.950 0.0 0.0 0.0 0.276
C -0.418 3.369 3.937 0.0 0.0 0.1 -0.857
C 0.026 3.451 2.553 0.2 0.1 -0.7 0.427
N 0.364 3.527 1.453 -0.2 0.0 0.6 -0.449
H 0.061 2.529 4.436 0.0 0.0 0.0 0.332
H -0.166 4.287 4.463 0.0 0.0 0.0 0.294
H -1.497 3.236 3.973 0.0 0.0 0.0 0.241
C -4.998 -6.317 -1.929 0.1 0.1 0.1 -0.735
C -5.352 -5.576 -0.728 -0.2 0.4 0.4 0.368
N -5.638 -4.953 0.198 0.1 -0.3 -0.3 -0.440
H -4.497 -5.640 -2.622 0.0 0.0 0.0 0.325
H -4.338 -7.144 -1.678 0.0 0.0 0.0 0.200
H -5.894 -6.717 -2.399 0.0 0.0 0.0 0.320
C -2.201 -9.052 -4.481 0.0 0.0 0.0 -0.743
C -3.375 -9.199 -3.632 -0.5 -0.1 0.3 0.394
N -4.304 -9.315 -2.960 0.5 0.0 -0.3 -0.422
H -2.510 -8.913 -5.516 0.0 0.0 0.0 0.260
H -1.620 -8.188 -4.163 0.0 0.0 0.0 0.255
H -1.581 -9.944 -4.410 0.0 0.0 0.0 0.282
C 4.765 -0.277 -2.870 0.1 0.1 0.0 -0.706
C 3.417 0.265 -2.798 -0.6 -0.1 0.0 0.507
N 2.316 0.594 -2.732 0.5 0.1 -0.1 -0.492
H 5.501 0.509 -2.710 0.0 0.0 0.0 0.362
H 4.887 -1.039 -2.104 0.0 0.0 0.0 0.054
H 4.937 -0.734 -3.842 0.0 0.0 0.0 0.316
C -3.421 6.574 3.260 0.0 0.0 -0.1 -0.713
C -2.904 5.988 4.487 0.2 -0.2 0.5 0.431
N -2.495 5.529 5.462 -0.1 0.2 -0.5 -0.480
H -3.391 7.658 3.345 -0.1 0.0 0.0 0.238
H -2.807 6.261 2.415 0.0 0.0 0.0 0.228
H -4.446 6.247 3.094 0.0 0.0 0.0 0.304
C -0.020 9.055 4.474 0.1 0.0 -0.1 -0.882
C -1.446 9.330 4.387 -0.6 0.2 0.0 0.513
N -2.575 9.553 4.319 0.6 0.0 0.1 -0.533
H 0.380 8.848 3.483 0.0 0.0 0.0 0.328
H 0.492 9.920 4.890 0.0 0.0 0.0 0.307
H 0.156 8.203 5.128 0.0 0.0 0.0 0.266
C 7.489 -4.058 -1.349 0.0 0.2 -0.3 -0.747
C 7.026 -3.357 -2.538 -0.1 0.2 -0.6 0.339
N 6.660 -2.808 -3.483 0.1 -0.2 0.5 -0.470
H 7.634 -5.112 -1.581 0.0 0.1 -0.1 0.348
H 8.430 -3.632 -1.008 0.0 0.0 0.0 0.424
H 6.756 -3.964 -0.549 0.1 0.2 -0.3 0.055
C -0.505 10.706 8.594 0.0 0.0 0.0 -0.748
C 0.225 9.571 8.046 0.2 -0.5 -0.2 0.360
N 0.785 8.664 7.612 -0.2 0.5 0.2 -0.410
H 0.179 11.366 9.124 0.0 0.0 0.0 0.281
H -0.987 11.259 7.790 0.0 0.0 0.0 0.263
H -1.267 10.351 9.285 0.0 0.0 0.0 0.266
```
Positions in Å, forces in eV/Å.

Results
* electronic energy: -78188.090 eV
* net charge: 0
* SMILES string: CO[C@H](I)[C@@](F)(OCOB(O)O)P(C)O.CC#N.CC#N.CC#N.CC#N.CC#N.CC#N.CC#N.CC#N.CC#N.CC#N.CC#N
* gap between HOMO and LUMO: 8.56 eV


Density functional theory data (wB97M-V/def2-TZVPD) for the molecule C4H6N2O.

```
13
Properties=species:S:1:pos:R:3:forces:R:3:nbo_charge:R:1
O -2.966 1.270 0.617 2.3 -1.5 0.7 -0.503
C -1.940 0.602 0.812 -2.6 1.3 -0.3 0.374
C -0.696 0.854 0.093 -0.1 1.4 -2.0 -0.022
N 0.094 -0.123 0.113 0.7 -1.0 0.1 -0.238
N 1.227 -0.144 -0.743 -0.5 0.9 0.3 -0.280
C 2.335 -0.699 0.054 1.9 1.1 0.5 -0.261
C 1.706 -1.532 -0.908 0.2 -0.1 -3.0 -0.258
H -1.876 -0.314 1.413 -0.4 0.0 0.3 0.133
H -0.712 1.743 -0.619 0.5 -1.0 0.9 0.196
H 2.105 -0.836 1.093 0.0 -0.2 0.3 0.217
H 3.334 -0.291 -0.174 -0.7 0.0 0.3 0.213
H 2.135 -1.639 -1.949 -0.4 -0.1 1.5 0.216
H 1.074 -2.306 -0.596 -0.9 -0.9 0.4 0.213
```
Positions in Å, forces in eV/Å.

Results
* electronic energy: -9269.617 eV
* net charge: 0
* SMILES string: O=C/C=N/N1CC1
* gap between HOMO and LUMO: 9.52 eV
* energy above the lowest of the compared OMol25 structures with the same formula, charge and spin: 89.6 kcal per mole


What maximum force values result from the calculations? In sequence: 0.91; 2.97 eV/A.
What HOMO level values result from the calculations? In sequence: -8.5; -9.6 eV.